{"formula": "C20H52O20P4", "method": "wB97M-V/def2-TZVPD", "relative_energy_kj_mol": 56.4, "smiles": "COP(=O)(OC)OC.COP(=O)(OC)OC.COP(=O)(OC)OC.COP(=O)(OC)OC.CCOC(C)=O.CCOC(C)=O", "total_energy_ha": -3663.661190, "e_homo_ha": -0.375, "elements": ["H", "O", "H", "H", "H", "C", "H", "C", "O", "H", "H", "O", "C", "C", "C", "O", "H", "H", "C", "O", "O", "C", "H", "H", "C", "H", "H", "C", "O", "H", "H", "H", "C", "O", "O", "H", "H", "C", "O", "H", "H", "O", "H", "C", "H", "H", "H", "H", "H", "C", "O", "H", "H", "H", "O", "O", "H", "H", "C", "P", "C", "C", "H", "H", "H", "P", "P", "H", "O", "O", "H", "O", "H", "H", "O", "C", "H", "H", "P", "C", "H", "H", "C", "H", "H", "C", "H", "H", "H", "O", "O", "H", "H", "H", "H", "H"], "positions_angstrom": [[-2.417, 3.058, -0.830], [-4.098, -6.269, 5.150], [0.359, -7.115, 5.104], [-3.113, 1.799, 0.058], [10.570, -3.942, 3.031], [-0.473, 3.609, -5.627], [1.463, -1.042, 0.703], [0.519, 3.249, -6.671], [-9.545, -0.866, -3.805], [2.314, 0.469, -5.082], [3.207, -0.101, -6.558], [-2.895, -8.297, 4.329], [2.532, 9.026, 0.600], [-1.999, -9.102, 3.607], [-0.932, 1.938, 0.190], [-1.619, -6.378, 5.399], [2.366, 7.448, 5.326], [1.134, 4.061, -7.058], [-7.274, 0.191, -5.414], [6.331, -4.182, 1.132], [0.339, 9.273, 2.945], [10.085, -3.853, 2.058], [-6.642, -0.692, -5.321], [3.378, 9.424, 0.040], [2.974, 0.741, -5.906], [-8.169, 0.020, -6.013], [-6.819, 0.983, -6.008], [-0.318, -6.280, 4.925], [2.271, 9.955, 4.426], [10.481, -4.676, 1.463], [3.885, 1.181, -5.502], [-7.105, 2.174, -1.909], [7.474, -6.540, -0.518], [8.249, -5.810, 0.405], [8.395, -3.362, -0.353], [-1.228, 2.841, -5.464], [7.484, -6.151, -1.536], [7.770, -2.122, -0.823], [-7.426, 0.625, -4.143], [-5.952, -6.980, 5.655], [3.493, 6.482, 4.459], [1.257, 2.311, -6.097], [-1.684, -9.922, 4.252], [-0.472, 10.448, 2.862], [10.124, -2.964, 1.429], [-1.017, 10.319, 1.927], [-1.093, 4.476, -5.855], [7.355, -2.185, -1.829], [-2.223, 1.443, -1.474], [0.049, 0.373, 1.586], [0.372, 1.148, 2.444], [-7.213, -3.005, -1.269], [-8.734, -2.148, -1.295], [-0.998, 2.522, 1.108], [-8.787, 0.880, -2.046], [-0.621, 0.611, 0.515], [8.025, -7.469, -0.663], [-5.491, -7.475, 4.016], [-7.653, -2.008, -1.276], [1.961, 9.209, 3.200], [0.687, -1.019, 1.467], [2.483, 6.887, 4.399], [8.577, -1.403, -0.965], [-1.280, 10.588, 3.581], [0.187, 11.315, 2.809], [7.793, -4.281, 0.850], [-2.760, -6.696, 4.315], [1.285, -1.447, 2.272], [8.705, -3.971, 2.193], [2.395, 1.605, -7.995], [-7.337, -1.470, -0.382], [-2.667, -6.162, 2.904], [-0.120, -1.735, 1.313], [-0.219, 2.454, -0.453], [2.446, 9.865, 1.759], [-2.235, 2.020, -0.549], [7.047, -1.634, -0.169], [-0.284, -6.033, 3.864], [-8.403, -0.256, -3.132], [2.160, 1.679, -6.797], [0.103, -5.411, 5.431], [-8.193, 2.393, -0.633], [-5.398, -6.687, 4.763], [1.675, 6.160, 4.317], [-0.037, 4.011, -4.712], [-7.874, 1.639, -1.352], [6.537, -7.023, -0.237], [-2.484, -9.472, 2.704], [0.043, 2.725, -7.500], [2.312, 7.612, 3.167], [-7.306, -1.311, -2.468], [-5.912, -5.951, 4.145], [-7.161, 0.949, -0.902], [1.609, 9.234, 0.058], [2.589, 7.939, 0.647], [-1.174, -8.465, 3.288]], "forces_ev_per_a": [[0.29, 0.16, -0.15], [1.92, -0.49, -0.73], [-0.57, -0.42, 0.26], [0.13, -0.56, 0.04], [-0.15, 0.82, -0.09], [-1.65, 1.91, 0.42], [-0.67, 0.22, -0.76], [-2.56, 1.66, -2.07], [0.11, 0.02, 0.59], [0.31, -0.33, 0.14], [0.16, -0.05, 0.40], [-0.89, 0.93, 0.83], [-0.57, 0.94, -1.26], [0.41, 0.20, -0.60], [-1.09, 1.73, 0.34], [-2.09, -0.54, -0.54], [-0.29, 0.55, -0.37], [-0.11, 0.23, 0.05], [0.95, -0.75, -2.63], [2.11, 0.28, -0.52], [0.69, -1.48, 0.72], [0.59, -0.23, -1.40], [0.07, -0.18, -1.05], [-0.07, -0.24, -0.11], [-0.86, 0.20, -0.02], [-0.49, -0.53, 0.64], [0.66, -0.02, 0.28], [1.99, 1.59, -0.54], [0.80, -0.40, -0.75], [0.12, -0.17, -0.08], [-0.09, 0.14, -0.16], [-0.62, 0.34, -1.26], [0.88, -2.12, -1.24], [-0.33, 2.42, 1.06], [-1.03, -0.06, 0.70], [0.50, -0.33, 0.34], [-0.46, 0.69, 0.25], [0.79, 0.57, -0.18], [-2.16, 0.16, 4.12], [0.06, 0.26, -0.13], [-0.21, -0.30, -0.45], [2.84, -2.13, 1.97], [0.12, 0.08, -0.16], [0.53, 0.06, -1.24], [1.58, 0.42, 0.64], [0.15, 0.35, -0.26], [-0.03, 0.13, -0.84], [-0.24, -0.86, 0.19], [-0.10, -0.17, 0.13], [3.82, -1.74, 1.65], [-0.66, 0.75, 0.33], [0.24, 0.20, -0.25], [-0.09, -0.08, 0.47], [0.09, -0.02, 0.03], [-1.30, -1.20, -1.41], [-1.20, -0.03, -2.20], [0.62, -0.04, 0.05], [0.98, -0.83, 0.42], [-0.87, -0.35, 0.00], [-2.23, 0.69, -0.84], [-0.31, -0.72, 0.41], [-0.47, -0.30, 0.19], [0.26, -0.13, 0.33], [0.64, -0.50, 0.78], [-0.34, 0.20, 0.08], [-1.09, -0.87, 0.80], [-2.07, -0.02, -1.34], [-0.51, 0.85, 0.86], [-3.09, -1.37, -1.46], [-1.53, 1.72, 1.00], [-0.03, 0.10, -0.09], [0.41, -0.67, 2.85], [0.23, -0.16, -0.62], [0.76, -0.65, 0.14], [0.54, -2.00, 2.69], [-0.77, 0.34, -0.20], [-0.04, -0.71, 0.32], [-0.11, -0.14, -0.13], [2.04, 1.06, -0.42], [3.03, -3.04, -0.90], [0.25, -0.07, 0.04], [-1.09, -0.64, -0.07], [-0.81, -0.19, -1.04], [0.51, -0.46, 0.49], [0.41, -0.82, 0.24], [3.59, 0.13, 0.90], [-0.52, 1.34, 0.63], [-0.02, -0.14, 0.07], [-0.43, 0.72, -0.55], [-0.04, 2.80, -0.33], [-0.78, 1.91, -0.87], [0.02, 0.93, 0.80], [-0.23, -0.15, 1.05], [0.07, -0.04, -0.38], [0.28, 0.13, 1.02], [0.40, -0.48, -0.08]]}

{"formula": "C20H52O22S3", "method": "wB97M-V/def2-TZVPD", "smiles": "O=S1(=O)CCCC1.O=S1(=O)OCCO1.O=S1(=O)OCCO1.OCCO.OCCO.OCCO.OCCO.OCCO.OCCO", "total_energy_ha": -3642.740337, "e_homo_ha": -0.359, "elements": ["H", "C", "O", "C", "H", "C", "O", "C", "H", "H", "C", "H", "H", "H", "C", "H", "H", "H", "H", "O", "H", "O", "S", "O", "H", "H", "H", "C", "H", "H", "C", "H", "S", "H", "H", "H", "C", "O", "H", "H", "H", "H", "H", "H", "H", "H", "O", "C", "H", "O", "H", "O", "C", "O", "O", "C", "H", "H", "O", "O", "H", "S", "H", "H", "O", "H", "H", "H", "O", "H", "C", "H", "C", "H", "C", "C", "H", "O", "H", "H", "H", "C", "H", "O", "O", "H", "H", "O", "C", "C", "O", "H", "O", "H", "C", "O", "H"], "positions_angstrom": [[12.654, -3.279, 5.667], [-2.604, -4.470, -3.443], [3.792, -10.568, -0.645], [4.232, 2.992, 6.052], [11.641, -0.470, -0.592], [-1.300, -4.165, -2.619], [6.082, 4.509, 5.416], [3.942, -0.746, -0.407], [2.856, -11.090, 6.466], [6.412, -2.636, 7.234], [4.536, -9.667, -1.513], [15.520, -1.626, -1.351], [11.147, -1.998, 4.272], [5.937, 0.024, -0.858], [5.405, -2.698, 7.648], [4.760, -2.315, 6.858], [-2.673, -5.776, -4.839], [12.687, 0.470, -1.552], [2.887, -10.275, -0.514], [3.732, -2.654, 10.627], [3.513, -10.155, -3.325], [1.564, -9.671, 4.054], [2.552, -8.657, 4.821], [6.683, -1.974, 1.768], [5.880, 5.331, 5.870], [12.619, -1.596, 7.426], [3.895, -1.056, -1.451], [12.728, -2.231, 5.375], [5.471, 0.217, 0.916], [0.573, -11.327, 4.494], [5.362, -0.348, -0.010], [4.515, -8.839, -3.606], [6.175, -1.977, 0.390], [13.359, -2.307, -0.382], [-0.626, -2.819, 7.083], [-2.669, -3.751, -4.260], [3.832, -9.227, -2.850], [14.670, -1.492, -1.778], [11.174, -1.241, 6.447], [4.198, 2.697, 5.003], [0.546, -0.574, 7.739], [5.956, 3.766, 7.339], [3.469, 4.629, 5.784], [-1.189, -4.891, -1.813], [2.192, -11.651, 4.012], [4.458, -3.327, -0.665], [-1.252, -0.750, 8.719], [13.683, -1.348, -0.785], [-1.921, -1.924, 6.410], [5.501, -1.840, 8.818], [2.524, -2.278, 0.364], [3.358, 3.980, 6.482], [5.200, -4.166, 8.118], [12.631, 0.120, 6.203], [3.964, -8.985, 4.650], [4.613, -2.994, 0.361], [11.448, -1.922, -2.363], [4.634, -3.758, 1.138], [-0.143, -4.180, -3.468], [-0.248, -1.748, 5.338], [-1.340, -3.167, -2.185], [5.183, -2.734, 10.261], [13.796, -2.189, 5.158], [6.363, 2.648, 6.079], [2.167, -7.302, 4.542], [4.114, 2.078, 6.634], [0.220, -5.069, -3.481], [5.724, -4.906, 7.513], [2.745, -8.411, -2.775], [2.209, -8.893, -2.140], [-0.509, -0.635, 7.475], [-0.710, 0.372, 7.109], [5.698, 3.477, 6.321], [-1.160, -1.646, 9.052], [1.592, -10.951, 4.594], [-0.847, -1.870, 6.594], [12.486, 0.359, 5.284], [12.099, -1.242, -2.549], [0.376, -2.469, 5.218], [1.033, -11.180, 6.606], [4.114, -4.252, 8.115], [1.892, -10.723, 6.113], [5.533, -10.107, -1.526], [1.917, -9.292, 6.188], [-2.722, -5.817, -3.882], [-3.411, -4.133, -2.793], [3.660, -1.544, 1.541], [12.094, -1.908, 4.147], [3.532, -1.893, 0.516], [12.264, -1.257, 6.453], [6.099, -2.413, 11.338], [14.234, -0.853, 0.014], [6.924, -2.457, -0.797], [3.242, 0.081, -0.292], [12.435, -0.568, -1.333], [5.637, -4.137, 9.437], [4.625, -8.761, -0.914]], "forces_ev_per_a": [[-0.86, -0.17, 0.17], [0.92, 1.16, 1.13], [0.14, -0.24, -1.03], [2.79, -0.41, 1.38], [-0.18, -0.62, 0.03], [-0.32, -0.63, -1.44], [-0.41, 0.30, 0.28], [-0.40, 0.04, 0.36], [-0.21, -0.25, -0.09], [0.11, 0.06, -0.14], [-1.09, 1.34, 1.05], [-0.10, 0.00, 0.01], [-0.18, -0.06, -0.08], [0.05, 0.31, 0.32], [2.29, 0.03, -0.16], [-0.59, -0.05, 0.62], [0.03, -0.28, 0.00], [0.29, -0.11, -0.42], [0.01, 0.22, 0.01], [3.92, -0.72, -1.78], [-0.04, -0.56, -0.07], [0.89, 1.61, -2.46], [0.59, -1.06, -0.31], [-0.07, 0.21, -1.64], [0.10, 0.26, -0.20], [0.12, 0.51, 0.06], [0.15, -0.04, -0.05], [0.57, 0.45, -0.17], [-0.20, 0.24, -0.27], [-0.06, 0.10, 0.02], [0.70, -1.28, -0.17], [0.40, 0.42, 0.52], [-0.77, -1.77, -1.07], [-0.17, -0.29, -0.18], [0.48, 0.08, 0.30], [0.34, -0.17, -0.34], [2.41, -3.03, -0.82], [-0.04, -0.23, -1.06], [-0.28, -0.52, 0.27], [-0.41, 0.33, -0.24], [0.34, -0.46, -0.24], [-0.64, 0.00, 0.20], [-0.47, 0.62, 0.14], [-0.10, -0.07, 0.08], [0.62, 0.29, 0.33], [0.65, -0.68, 0.17], [0.05, 0.36, -0.66], [-0.15, 0.94, 0.77], [-0.24, 0.32, 0.28], [-1.25, -1.12, 1.88], [0.08, 0.11, -0.05], [-0.73, 0.22, -0.68], [-1.87, 2.34, -0.50], [0.56, -0.78, 0.83], [-2.47, 0.01, 0.60], [-0.35, 1.75, -0.48], [-0.04, -0.05, 0.07], [0.07, 0.08, -0.25], [-0.16, 0.05, 0.31], [0.77, -0.28, -0.74], [-0.26, 0.01, -0.06], [-1.82, 0.75, -0.78], [0.13, 0.68, 0.16], [0.05, -0.22, 0.01], [-0.24, -1.62, 0.88], [-0.38, 0.05, 0.18], [-0.05, -0.07, -0.05], [-0.03, 0.12, 0.36], [-1.07, 0.95, 1.30], [-0.90, 0.51, -0.01], [-0.26, -0.96, 1.55], [-0.59, -0.42, -0.60], [0.09, -1.15, -1.06], [0.13, -0.06, 0.04], [-0.64, -1.07, 0.43], [-0.70, 1.32, 0.18], [-0.15, -0.41, -0.20], [-0.61, 0.67, 0.33], [0.04, 0.09, -0.11], [0.32, 0.71, 0.75], [-0.09, -1.00, -0.11], [0.36, -0.15, -1.40], [-0.20, -0.02, -0.85], [0.85, 1.45, 1.25], [0.09, 0.68, 0.17], [-0.47, -0.69, 0.21], [-0.59, 0.20, 0.22], [0.07, -0.23, -0.11], [0.88, -0.47, 0.80], [0.02, 0.54, -0.94], [-0.86, -0.82, -2.44], [-0.82, 0.47, 0.61], [-0.35, 1.15, 2.13], [0.13, 0.14, -0.02], [1.80, -0.78, -0.14], [0.18, 0.40, 3.03], [0.32, 0.42, -0.08]]}

Q: What is the formula in the first record?
A: C20H52O20P4